This record from the Open Molecules 2025 dataset describes 13 unconnected molecules or ions with the total composition C14H54O13. The level of theory is ωB97M-V/def2-TZVPD.

Each line ends with the Löwdin charge.
Element x y z (Å)
C1 -12.324 7.122 14.004  -0.164
O1 -12.589 6.413 15.216  -0.119
H1 -11.305 6.982 13.639  0.060
H2 -12.964 6.709 13.220  0.078
H3 -12.501 8.188 14.153  0.062
H4 -13.486 6.077 15.159  0.072
C2 -11.923 10.082 11.661  -0.141
O2 -12.666 11.096 12.353  -0.122
H5 -10.889 10.415 11.599  0.047
H6 -12.011 9.178 12.256  0.050
H7 -12.411 9.865 10.708  0.087
H8 -12.625 11.910 11.843  0.073
C3 -7.340 12.121 16.251  -0.148
O3 -6.053 11.612 16.571  -0.120
H9 -7.525 12.123 15.175  0.058
H10 -8.082 11.499 16.740  0.078
H11 -7.436 13.163 16.577  0.077
H12 -5.386 12.274 16.374  0.074
C4 -8.487 9.271 9.121  -0.113
O4 -9.918 9.367 9.248  -0.140
H13 -8.145 9.677 8.171  0.084
H14 -7.988 9.765 9.960  0.078
H15 -8.225 8.214 9.179  0.076
H16 -10.119 10.309 9.236  0.083
C5 -9.118 7.071 16.439  -0.163
O5 -8.513 5.902 16.958  -0.104
H17 -8.395 7.786 16.023  0.050
H18 -9.898 6.888 15.697  0.067
H19 -9.600 7.630 17.246  0.084
H20 -8.630 5.184 16.333  0.074
C6 -8.185 12.981 11.186  -0.149
O6 -9.404 12.372 11.583  -0.160
H21 -7.822 13.672 11.956  0.077
H22 -7.415 12.230 10.993  0.069
H23 -8.390 13.572 10.296  0.075
H24 -9.203 11.778 12.323  0.022
C7 -8.918 9.203 13.283  -0.100
O7 -8.457 10.539 13.513  -0.148
H25 -8.324 8.487 13.847  0.065
H26 -9.924 9.142 13.702  0.063
H27 -8.949 8.995 12.214  0.068
H28 -7.492 10.529 13.616  0.037
C8 -11.146 10.176 15.932  -0.165
O8 -11.829 11.030 16.838  -0.112
H29 -11.437 10.449 14.909  0.063
H30 -10.060 10.267 16.036  0.069
H31 -11.416 9.132 16.094  0.067
H32 -11.303 11.837 16.908  0.026
O9 -5.655 10.558 12.981  -0.058
H33 -5.042 10.733 13.702  0.040
H34 -5.675 9.585 12.905  0.017
O10 -7.794 6.167 11.731  -0.043
H35 -7.705 5.374 11.197  0.058
H36 -8.715 6.463 11.612  0.015
C9 -5.481 8.233 15.482  -0.078
C10 -5.883 7.183 14.476  -0.290
O11 -6.061 7.798 13.195  -0.126
H37 -6.280 8.963 15.619  0.060
H38 -4.596 8.770 15.130  0.076
H39 -5.206 7.775 16.430  0.086
H40 -6.798 6.668 14.786  0.095
H41 -5.093 6.423 14.400  0.115
H42 -6.571 7.204 12.620  0.039
C11 -10.643 13.340 14.531  -0.083
C12 -10.393 14.314 15.648  -0.296
O12 -10.501 13.628 16.901  -0.089
H43 -10.573 13.845 13.564  0.078
H44 -11.643 12.906 14.585  0.083
H45 -9.920 12.524 14.513  0.056
H46 -11.100 15.149 15.591  0.112
H47 -9.396 14.764 15.555  0.107
H48 -10.113 14.181 17.583  0.092
C13 -11.328 4.992 10.700  -0.074
C14 -10.786 6.227 10.015  -0.285
O13 -10.380 7.152 11.042  -0.133
H49 -11.657 4.263 9.961  0.079
H50 -12.099 5.240 11.425  0.065
H51 -10.511 4.508 11.249  0.075
H52 -11.555 6.709 9.408  0.118
H53 -9.925 5.945 9.402  0.113
H54 -9.967 7.912 10.603  0.032

Cartesian forces, eV/Å:
-0.422 -0.299 -0.106
0.505 -0.022 -0.107
0.095 -0.131 0.418
-0.044 0.401 -0.150
-0.109 0.021 -0.168
-0.012 0.028 0.118
-0.765 0.580 0.495
-0.128 -0.219 0.112
0.063 -0.361 -0.438
0.211 -0.004 0.067
0.447 0.057 -0.239
0.127 -0.009 -0.010
0.227 0.601 -0.285
0.115 -0.274 0.026
-0.024 -0.165 0.003
-0.038 0.005 0.077
-0.171 -0.144 0.227
-0.076 0.063 -0.024
-0.263 -0.147 0.271
0.716 -0.024 -0.148
0.076 0.020 -0.010
0.014 0.143 -0.114
-0.046 -0.006 -0.141
-0.228 -0.020 0.207
-0.316 0.844 0.168
0.035 0.041 -0.097
0.150 -0.347 -0.111
0.100 -0.238 -0.020
0.005 -0.301 0.131
-0.014 0.023 -0.025
-0.267 0.047 0.320
-0.078 0.034 -0.312
0.079 -0.073 -0.006
0.108 0.089 -0.100
0.081 -0.100 -0.125
0.144 -0.073 0.122
-0.285 0.499 0.691
-0.234 -0.232 0.122
0.175 -0.070 -0.359
-0.084 0.035 -0.269
0.125 -0.227 0.023
0.169 0.041 -0.352
-0.198 0.386 -0.255
0.226 -0.423 0.116
0.219 -0.159 -0.059
0.022 -0.033 -0.091
-0.162 0.069 0.242
-0.154 0.163 0.069
-0.106 0.053 0.007
0.013 -0.001 0.049
0.008 -0.100 0.078
-0.001 -0.028 -0.019
0.077 -0.035 0.018
-0.163 0.070 0.027
0.089 0.118 -0.247
0.305 -0.256 -0.237
0.113 0.010 0.177
0.049 0.004 0.191
-0.032 -0.024 -0.031
-0.212 0.005 0.112
-0.023 0.088 -0.021
-0.094 0.034 0.016
-0.019 -0.023 0.002
-0.140 -0.072 -0.386
0.165 0.242 -0.056
0.072 0.101 -0.140
0.049 0.027 0.051
0.021 0.001 0.133
0.025 0.025 0.136
-0.115 -0.139 0.150
0.029 -0.158 0.003
-0.076 -0.055 0.109
0.742 -0.167 0.086
-0.220 0.174 0.528
0.445 -0.415 -0.123
-0.318 0.068 0.032
-0.214 -0.037 -0.160
-0.123 0.066 0.059
0.120 -0.049 -0.190
-0.076 0.154 -0.186
-0.504 0.232 -0.069

Output
Energy above the lowest of the compared OMol25 structures with the same formula, charge and spin = 42.1 kcal/mol
Calculated total energy = -42008.2129 eV